(1)
This record from the Open Molecules 2025 dataset describes a molecular structure, C14H16N2O3S. The level of theory is wB97M-V/def2-TZVPD.

The geometry in XYZ format:
```
36
Properties=species:S:1:pos:R:3:nbo_charge:R:1
C -5.2131 -1.4375 1.2200 -0.2253
H -5.6600 -0.5006 1.1476 0.1883
O -4.0851 -1.3365 0.1373 -0.4758
C -3.1887 -0.5485 0.2587 0.3100
C -3.1143 0.2600 1.1400 -0.3192
C -2.1166 1.2131 1.3602 -0.1973
C -1.1459 1.1312 0.5122 0.0422
C -1.2179 0.3503 -0.8202 0.3225
C -2.3208 -0.5202 -0.8026 -0.2962
H -2.3127 -1.3071 -1.5181 0.2164
O -0.3398 0.4145 -1.7141 -0.5466
C -0.3375 1.4238 -2.7123 -0.1743
H 0.5247 0.8937 -3.4845 0.1818
H -1.1861 1.5762 -3.0437 0.1607
H 0.0620 2.2266 -2.2243 0.1917
N -0.0869 2.1617 0.5765 -0.6195
C 1.3763 1.8864 0.3964 0.4321
N 1.8110 0.8349 -0.0117 -0.5744
H 1.3347 0.3181 -0.5874 0.4146
C 3.2367 0.7276 -0.1812 -0.2305
C 3.5805 -0.7354 -0.0708 0.2898
C 3.3115 -1.7937 -0.5202 -0.3615
C 3.9364 -2.8155 0.1918 -0.2015
C 4.3451 -2.2760 1.4356 -0.0108
O 4.2164 -0.8293 0.9596 -0.4021
H 4.9643 -2.6931 2.1315 0.2143
H 3.9710 -4.1605 -0.0939 0.2289
H 3.0180 -1.8258 -1.6749 0.2099
H 3.4559 0.8742 -1.2267 0.2001
H 3.8377 1.3243 0.4362 0.2782
S 2.2848 3.4521 0.7452 -0.4472
H -0.2876 3.0013 0.8494 0.3939
H -1.9539 2.0701 2.1224 0.2344
H -3.9040 0.3887 2.0480 0.1993
H -4.8989 -1.7113 2.1373 0.1872
H -5.8975 -2.0376 0.8808 0.1858
```

Properties
Energy above the lowest of the compared OMol25 structures with the same formula, charge and spin (eV): 15.6566
E_HOMO (eV): -7.5
Lowest unoccupied orbital energy (eV): 0.6
Gap between HOMO and LUMO (eV): 8.130
Net charge: 0

---

(2)
This record from the Open Molecules 2025 dataset describes a single C14H16N2O4S3 molecule. The level of theory is wB97M-V/def2-TZVPD.

The geometry in XYZ format:
```
39
Properties=species:S:1:pos:R:3:nbo_charge:R:1
C -2.4077 -3.5301 -6.6874 -0.6339
C -1.6832 -3.6048 -5.3513 -0.0767
O -2.2714 -2.7240 -4.3899 -0.5017
C -1.8876 -1.4508 -4.4121 0.8135
O -1.0862 -0.9904 -5.1811 -0.6092
C -2.5638 -0.6620 -3.3030 -0.5274
C -1.5661 -0.4678 -2.2029 0.1403
C -0.4321 0.2740 -2.2812 -0.4444
S 0.4570 0.1885 -0.7972 0.3733
C -0.8009 -0.8638 -0.1864 0.2419
N -0.7439 -1.3169 1.0959 -0.8655
S 0.7223 -1.4327 1.9505 2.3186
O 1.7657 -1.8258 1.0565 -0.9123
O 0.4054 -2.2618 3.0698 -0.9227
C 0.9524 0.2523 2.4632 -0.3889
C 2.0086 0.9874 1.9646 -0.1614
C 2.1677 2.3068 2.3486 -0.2062
C 1.2607 2.8807 3.2348 -0.1606
S 1.3490 4.5430 3.7925 0.2855
C 2.8117 5.2190 2.9555 -0.7434
C 0.2001 2.1196 3.7373 -0.2295
C 0.0465 0.8057 3.3518 -0.1428
N -1.7571 -1.1055 -1.0123 -0.4855
H -1.9804 -4.2546 -7.3747 0.2166
H -2.2998 -2.5352 -7.1123 0.2226
H -3.4651 -3.7460 -6.5546 0.2100
H -0.6288 -3.3383 -5.4763 0.1993
H -1.7676 -4.6003 -4.9112 0.1908
H -3.4149 -1.2185 -2.9171 0.2506
H -2.8755 0.3032 -3.7033 0.2423
H -0.0659 0.8370 -3.1139 0.2518
H -1.4608 -1.9780 1.3536 0.4393
H 2.6945 0.5166 1.2788 0.2468
H 2.9948 2.8720 1.9524 0.2150
H 3.7000 4.6744 3.2608 0.2231
H 2.8826 6.2511 3.2848 0.2420
H 2.6730 5.1852 1.8792 0.2230
H -0.4911 2.5777 4.4277 0.2278
H -0.7574 0.1965 3.7319 0.2378
```

Properties
Energy above the lowest of the compared OMol25 structures with the same formula, charge and spin (eV): 0.2097
E_HOMO (eV): -8.5
SMILES string: CCOC(=O)Cc1csc(NS(=O)(=O)c2ccc(SC)cc2)n1
Lowest unoccupied orbital energy (eV): 0.3
Gap between HOMO and LUMO (eV): 8.721
Net charge: 0

---

(3)
This record from the Open Molecules 2025 dataset describes a single C14H16N2O5S2 molecule. The level of theory is wB97M-V/def2-TZVPD.

The geometry in XYZ format:
```
39
Properties=species:S:1:pos:R:3:nbo_charge:R:1
C 3.9526 -0.9421 -4.6829 -0.6336
C 3.8630 0.3185 -3.8356 -0.0773
O 2.6289 0.3756 -3.1145 -0.5029
C 2.5597 -0.2991 -1.9653 0.8096
O 3.4710 -0.9302 -1.4991 -0.6057
C 1.1970 -0.1220 -1.3340 -0.5331
C 0.6122 -1.3902 -0.7935 0.1634
C 1.1424 -2.6363 -0.8284 -0.4516
S 0.0693 -3.7754 -0.0896 0.3518
C -1.0331 -2.4386 0.2186 0.2578
N -2.2086 -2.6078 0.8724 -0.8566
S -3.4570 -1.4580 0.6189 2.3196
O -3.6591 -1.2834 -0.7843 -0.9107
O -4.5364 -1.9619 1.4117 -0.9319
C -2.7461 -0.0099 1.3519 -0.3936
C -2.6561 0.0591 2.7251 -0.1479
C -2.0689 1.1625 3.3208 -0.2810
C -1.5709 2.1942 2.5247 0.3349
O -0.9747 3.3125 2.9954 -0.4846
C -0.8369 3.4812 4.3889 -0.2549
C -1.6779 2.1051 1.1305 -0.2737
C -2.2637 1.0051 0.5456 -0.1130
N -0.6131 -1.2986 -0.1949 -0.5099
H 3.1005 -1.0047 -5.3554 0.2120
H 4.8674 -0.9235 -5.2680 0.2174
H 3.9626 -1.8201 -4.0420 0.2213
H 4.6916 0.3545 -3.1209 0.1985
H 3.8675 1.2146 -4.4592 0.1905
H 0.5138 0.3115 -2.0666 0.2469
H 1.2916 0.5880 -0.5066 0.2528
H 2.0881 -2.9559 -1.2112 0.2585
H -2.5040 -3.5474 1.0829 0.4284
H -3.0550 -0.7480 3.3182 0.2368
H -2.0032 1.2081 4.3958 0.2188
H -0.3403 4.4412 4.5191 0.2047
H -1.8102 3.5068 4.8874 0.1802
H -0.2199 2.6922 4.8289 0.1798
H -1.2893 2.9177 0.5378 0.2298
H -2.3547 0.9049 -0.5226 0.2486
```

Properties
Energy above the lowest of the compared OMol25 structures with the same formula, charge and spin (eV): 0.2023
E_HOMO (eV): -8.5
SMILES string: CCOC(=O)Cc1csc(NS(=O)(=O)c2ccc(OC)cc2)n1
Lowest unoccupied orbital energy (eV): 0.6
Gap between HOMO and LUMO (eV): 9.057
Net charge: 0

---

(4)
This record from the Open Molecules 2025 dataset describes 2 unconnected molecules or ions with the total composition C14H16O. The level of theory is wB97M-V/def2-TZVPD.

The geometry in XYZ format:
```
31
Properties=species:S:1:pos:R:3:nbo_charge:R:1
C -1.0530 -1.3415 -1.2623 -0.6218
C -1.6445 -1.1300 0.1018 -0.0808
C -0.8148 -0.7442 1.1140 -0.1607
C -1.4663 -0.6136 2.3558 -0.3249
C -2.7714 -0.8951 2.4781 0.2891
O -3.3975 -0.8751 3.7011 -0.6625
C -3.6584 -1.1699 1.3979 -0.2484
C -2.9959 -1.2766 0.2186 -0.1815
H -0.1282 -1.9976 -1.2772 0.2142
H -0.7548 -0.4281 -1.8307 0.2229
H -1.7786 -1.8592 -1.8815 0.2044
H 0.2723 -0.5977 0.9419 0.2241
H -0.7280 -0.3240 3.1501 0.2154
H -2.7341 -0.4992 4.2479 0.4672
H -4.7551 -1.0324 1.5017 0.2357
H -3.5247 -1.5648 -0.6842 0.2049
C 2.2614 2.4996 0.8099 -0.6344
C 2.1455 1.5907 -0.3792 -0.0151
C 2.7968 0.3447 -0.4026 -0.2219
C 2.7697 -0.5329 -1.4979 -0.1995
C 1.9871 -0.1584 -2.6416 -0.2331
C 1.3558 1.0150 -2.6597 -0.2119
C 1.4512 1.8576 -1.5126 -0.2107
H 2.0208 3.5476 0.5772 0.2236
H 3.2440 2.4091 1.3352 0.2240
H 1.4845 2.1500 1.4899 0.2224
H 3.2982 0.0386 0.4290 0.1956
H 3.3427 -1.5606 -1.3768 0.2212
H 2.0971 -0.8979 -3.4277 0.2172
H 0.8147 1.2644 -3.5657 0.2217
H 0.8635 2.7817 -1.4503 0.2033
```

Properties
Energy above the lowest of the compared OMol25 structures with the same formula, charge and spin (eV): 1.5211
E_HOMO (eV): -8.3
SMILES string: Cc1ccc(O)cc1.Cc1ccccc1
Lowest unoccupied orbital energy (eV): 0.8
Gap between HOMO and LUMO (eV): 9.080
Net charge: 0

---

(5)
This record from the Open Molecules 2025 dataset describes 2 unconnected molecules or ions with the total composition C14H16O. The level of theory is wB97M-V/def2-TZVPD.

The geometry in XYZ format:
```
31
Properties=species:S:1:pos:R:3:nbo_charge:R:1
C -2.8258 -0.4586 1.7993 -0.6290
C -1.4577 0.2211 1.7256 -0.0379
C -0.2388 -0.4914 1.7772 -0.1868
C 0.9192 0.1563 2.2008 -0.2996
C 0.9364 1.5264 2.2072 0.2974
O 2.1568 2.2325 2.2109 -0.7001
C -0.2289 2.3398 1.9995 -0.2674
C -1.4629 1.6534 1.8486 -0.2007
H -3.4301 0.0314 2.6092 0.2148
H -2.7446 -1.5115 2.1715 0.2165
H -3.1939 -0.3424 0.8403 0.2215
H -0.1123 -1.5860 1.5526 0.2163
H 1.7743 -0.6042 2.3629 0.2189
H 2.9825 1.5919 2.0923 0.4847
H 0.0277 3.3856 2.0867 0.2337
H -2.4916 2.0489 2.0117 0.2172
C 2.7194 -0.2634 -1.6444 -0.6291
C 1.2671 -0.4890 -1.9520 -0.0160
C 0.3583 0.6102 -2.2134 -0.2058
C -0.9376 0.2524 -2.4221 -0.2245
C -1.3993 -1.1175 -2.4130 -0.2215
C -0.4485 -2.1937 -2.2094 -0.2074
C 0.8694 -1.8143 -2.0388 -0.2232
H 2.8788 0.8048 -1.5293 0.2146
H 3.4925 -0.7533 -2.3913 0.2179
H 2.9685 -0.7291 -0.7146 0.2153
H 0.8944 1.6530 -2.3541 0.2267
H -1.7181 0.8976 -2.8370 0.2132
H -2.4498 -1.2114 -2.7549 0.2159
H -0.7727 -3.1924 -2.0272 0.2159
H 1.6671 -2.6471 -1.9947 0.2084
```

Properties
Energy above the lowest of the compared OMol25 structures with the same formula, charge and spin (eV): 2.4817
E_HOMO (eV): -8.1
SMILES string: Cc1ccc(O)cc1.Cc1ccccc1
Lowest unoccupied orbital energy (eV): 0.7
Gap between HOMO and LUMO (eV): 8.862
Net charge: 0

---

(6)
This record from the Open Molecules 2025 dataset describes 2 unconnected molecules or ions with the total composition C14H16O. The level of theory is wB97M-V/def2-TZVPD.

The geometry in XYZ format:
```
31
Properties=species:S:1:pos:R:3:nbo_charge:R:1
C -1.9528 -1.7802 -1.9656 -0.6411
C -0.4944 -1.8816 -1.4750 -0.0346
C 0.4048 -2.1512 -2.5871 -0.1925
C 1.7092 -2.2928 -2.2146 -0.2687
C 2.1459 -2.2520 -0.9151 0.2673
O 3.4925 -2.1615 -0.6664 -0.6921
C 1.3170 -2.0930 0.2449 -0.2619
C -0.1438 -1.9096 -0.0923 -0.2014
H -2.6379 -1.7667 -1.1496 0.2128
H -2.2235 -2.4796 -2.7896 0.2181
H -2.1849 -0.8287 -2.5917 0.2128
H -0.1177 -2.4788 -3.5397 0.2267
H 2.5810 -2.4040 -2.8775 0.2298
H 3.5200 -1.3055 -0.1727 0.4838
H 1.4512 -2.0817 1.3012 0.2310
H -0.9297 -2.0089 0.5920 0.2102
C -2.3150 2.2280 2.4769 -0.6487
C -1.0487 2.1485 1.7721 -0.0097
C -0.9198 1.5773 0.4399 -0.2030
C 0.2900 1.4842 -0.2152 -0.2047
C 1.3808 2.0317 0.3835 -0.2293
C 1.4353 2.5895 1.6321 -0.2246
C 0.2432 2.5889 2.3485 -0.2032
H -3.0602 2.9625 2.0752 0.2274
H -2.1196 2.5758 3.4664 0.2188
H -2.8861 1.2519 2.5701 0.2220
H -1.8691 1.2230 0.0865 0.2018
H 0.2219 0.9895 -1.2097 0.2295
H 2.2207 2.2481 -0.2191 0.2031
H 2.3398 3.1357 1.9118 0.2220
H 0.1499 2.8412 3.3797 0.1984
```

Properties
Energy above the lowest of the compared OMol25 structures with the same formula, charge and spin (eV): 2.7018
E_HOMO (eV): -8.5
SMILES string: Cc1ccc(O)cc1.Cc1ccccc1
Lowest unoccupied orbital energy (eV): 0.7
Gap between HOMO and LUMO (eV): 9.205
Net charge: 0

---

(7)
This record from the Open Molecules 2025 dataset describes 2 unconnected molecules or ions with the total composition C14H16O. The level of theory is wB97M-V/def2-TZVPD.

The geometry in XYZ format:
```
31
Properties=species:S:1:pos:R:3:nbo_charge:R:1
C 3.3790 -0.3190 -2.2480 -0.6325
C 1.9401 -0.7742 -2.0829 -0.0454
C 1.0195 0.2170 -2.5066 -0.1932
C -0.3283 -0.0772 -2.6643 -0.2926
C -0.8055 -1.4051 -2.4538 0.2778
O -2.1209 -1.8016 -2.7650 -0.6949
C 0.0182 -2.3983 -1.9605 -0.2721
C 1.3849 -2.0266 -1.7117 -0.1948
H 3.2572 0.1182 -3.2661 0.2236
H 4.0211 -1.2872 -2.2490 0.2250
H 3.6712 0.4924 -1.5840 0.2246
H 1.4320 1.2043 -2.6501 0.2096
H -0.8567 0.6547 -3.3471 0.2246
H -2.7456 -1.0502 -2.7043 0.4824
H -0.6317 -3.2325 -1.4027 0.2459
H 1.9622 -2.8737 -1.3147 0.2164
C -0.3557 2.4080 3.9956 -0.6289
C -0.6229 1.3505 2.9875 -0.0183
C 0.0727 1.2354 1.8146 -0.2301
C -0.5215 0.4385 0.7749 -0.1854
C -1.7332 -0.2687 0.9034 -0.2388
C -2.3369 -0.1866 2.1501 -0.2012
C -1.7167 0.5369 3.2015 -0.2192
H -1.1114 2.3542 4.8932 0.2049
H -0.3431 3.4336 3.7494 0.2262
H 0.5754 2.0616 4.4402 0.2200
H 1.0481 1.6584 1.6568 0.2112
H 0.0532 0.4136 -0.1410 0.2157
H -2.0749 -0.8258 0.0206 0.2192
H -3.2677 -0.7423 2.2741 0.2120
H -2.2621 0.6914 4.1900 0.2080
```

Properties
Energy above the lowest of the compared OMol25 structures with the same formula, charge and spin (eV): 2.3062
E_HOMO (eV): -8.5
SMILES string: Cc1ccc(O)cc1.Cc1ccccc1
Lowest unoccupied orbital energy (eV): 0.8
Gap between HOMO and LUMO (eV): 9.334
Net charge: 0